# 1
ORCA calculation (ωB97M-V with the def2-TZVPD basis set) on a cluster of 3 separate species, C16H22O2PS in total.

Structure (XYZ):
```
42
Properties=species:S:1:pos:R:3
C 8.27471 1.46261 0.44498
H -1.70673 1.21892 -2.15768
H -4.43148 0.97694 1.79553
H -0.07762 -1.37698 1.36289
C 6.37663 1.34533 -1.57374
P -1.87513 -0.49277 -0.44188
S 2.00338 -1.36062 0.36709
C -0.21493 0.13475 -0.27132
C -6.50445 0.88659 2.37426
C -7.82550 -0.77685 1.24978
H 0.28344 -0.04677 -1.23234
C -1.74434 -2.16565 -1.29053
H 9.01489 1.50829 1.23464
C -5.38953 0.49460 1.64567
H 2.30096 -2.16429 1.42585
H -4.60185 -0.81523 0.16359
H 5.63385 1.29888 -2.35961
C 8.59054 1.91760 -0.82761
H -6.78882 -1.96457 -0.20631
H 9.57551 2.31934 -1.03189
H 0.85776 0.10977 1.65243
C -6.70939 -1.16457 0.51951
C 7.63982 1.85751 -1.83735
H -8.59280 0.55509 2.74767
C 0.50300 -0.58172 0.87717
C -2.49358 0.52249 -1.86393
H -2.59106 -2.38699 -1.94705
H 5.06931 0.49100 -0.09940
H -3.35150 1.11103 -1.53803
O 1.81049 -2.23419 -0.75692
H -2.76470 -0.07437 -2.73503
H -8.77527 -1.27495 1.09643
H -0.80713 -2.24789 -1.84520
C 7.01052 0.95029 0.70488
C -5.49040 -0.53001 0.71700
H 6.76405 0.59499 1.69752
O 3.07539 -0.39602 0.31995
H 7.88443 2.21102 -2.83153
H -6.42383 1.68860 3.09788
C -7.72339 0.25068 2.17758
C 6.05579 0.88993 -0.30174
H -1.73716 -2.93341 -0.51243
```

HOMO-LUMO gap in Ha: 0.2044
Total charge: -1

natural (NBO) population analysis, charges in e, atoms 1 to 5: number 1, C, carries -0.227; number 2, H, carries 0.231; number 3, H, carries 0.228; number 4, H, carries 0.208; number 5, C, carries -0.209

---

# 2
ORCA calculation (ωB97M-V with the def2-TZVPD basis set) on a structure of composition C16H23AsF6IN3O4PdS3Si.

Structure (XYZ):
```
59
Properties=species:S:1:pos:R:3
H 2.04279 -1.12238 3.63358
S 0.68679 -3.17268 -0.13412
F 0.76339 -5.60588 0.98018
O 2.02939 -2.92768 0.31048
N -2.02121 -0.93408 -1.66542
H -2.67991 1.48822 1.00208
H 4.20919 -2.25178 1.09858
Si -0.47901 1.60912 -0.36652
S 2.28759 -0.26588 -0.90742
C 2.70889 4.37252 -0.79522
C 0.61599 3.21572 -0.39432
H 1.74589 1.88332 1.87578
C 2.04769 5.58332 -0.91052
F -1.88321 -2.17168 3.40378
C -2.15501 2.24502 0.42668
H 2.59369 6.50012 -1.08652
H 0.12329 6.52562 -0.94662
N -0.29841 -2.82628 1.03618
Pd -0.12951 -0.75418 0.02478
C -0.66281 1.51232 -2.31392
H 2.52969 2.26762 -0.50302
C 1.40199 -1.19598 2.75268
H -0.32471 0.54442 -2.67962
H -5.22421 -0.58228 -1.91642
C -4.19941 -0.85168 -2.07132
H 1.09049 -2.22388 2.60738
As 2.42349 -0.49758 1.22938
C 0.56169 -5.03518 -0.20572
C 1.99729 3.21032 -0.54902
S -1.79841 -3.31418 0.98388
N -3.19901 -0.45448 -1.26892
C 2.66269 1.30872 2.02208
F 1.45119 -5.55278 -1.05512
O 0.32449 -2.77548 -1.45312
H -1.11161 4.46672 -0.51232
F -0.65291 -5.36248 -0.64542
C 0.66719 5.60312 -0.80332
H -2.81851 2.59052 -0.36052
C -3.61521 -1.63018 -3.04332
H 4.51469 -1.21588 2.52668
H 3.77979 4.33002 -0.92262
F -2.07631 -0.78808 1.77008
O -1.99191 -4.56398 1.62508
H -1.68721 1.65932 -2.64392
H 4.92109 -0.63418 0.87588
I -4.58661 -2.51528 -4.65662
O -2.47151 -3.01778 -0.23092
H -3.26241 0.13362 -0.45072
C 4.22179 -1.22818 1.47518
H 3.48909 1.84742 1.55558
H -1.97021 3.07782 1.09648
C -2.24721 -1.65228 -2.74592
C -2.43421 -2.02798 2.20358
F -3.75541 -2.01188 2.34018
H 0.52129 -0.55358 2.88098
H -0.04471 2.27282 -2.78242
H -1.44981 -2.15708 -3.25522
C -0.03471 4.43822 -0.55262
H 2.85269 1.18902 3.09148
```

HOMO-LUMO gap in Ha: 0.2660
Total charge: 0

natural (NBO) population analysis, charges in e, atoms 1 to 5: number 1, H, carries 0.238; number 2, S, carries 2.250; number 3, F, carries -0.306; number 4, O, carries -0.950; number 5, N, carries -0.294

---

# 3
ORCA calculation (ωB97M-V with the def2-TZVPD basis set) on a structure of composition C16H23AuBrIN2O2P2.

Structure (XYZ):
```
48
Properties=species:S:1:pos:R:3
C -3.36654 0.58045 2.63903
H 1.58498 -1.16532 -2.42493
C 0.79787 1.71623 -3.07613
C 0.00106 3.92234 1.71546
C -1.94471 -5.44298 -1.79527
Br -1.01485 -3.92239 1.91593
O 0.46571 -1.61345 0.47952
C 2.20437 3.34440 -0.16621
C 2.84651 2.22382 -0.98564
H 2.69991 -0.98279 -1.05694
H -3.01933 1.68769 0.87199
Au 0.02254 0.88037 0.06364
C -1.33225 -0.26443 2.59164
H 1.40154 1.57448 3.20716
H 2.75881 1.23741 2.12139
C -2.53484 -0.29876 3.30027
H 1.60641 4.00536 -0.79905
C -1.70933 -5.28092 -0.43845
H -0.59671 4.34588 0.90893
H 2.95980 3.96355 0.32224
H -0.65748 3.50043 2.47524
C -1.21753 -4.07786 0.04037
H 3.15250 -0.35725 -2.67198
H 3.54496 1.63997 -0.38038
H 0.60181 4.71300 2.16942
H 1.52869 1.73735 -3.88700
P 1.57859 1.06582 -1.59783
N -1.42472 0.59391 1.57497
C 2.33145 -0.51469 -1.96898
H -1.91194 -6.08654 0.25286
P 1.08657 2.63760 1.08863
H -2.31907 -6.39057 -2.15824
I -2.96501 -1.45106 4.94549
H -4.39224 0.85719 2.82008
C -1.24683 -3.19118 -2.19576
H 0.41377 2.72200 -2.90906
H 3.41214 2.62125 -1.83120
C -0.39168 -1.73251 -0.39597
C -0.96749 -3.02170 -0.83834
N -2.66979 1.10871 1.61809
H -1.08291 -2.36227 -2.87154
H -1.91643 -4.52026 -3.73387
O -0.83244 -0.66088 -1.02642
C 2.06634 2.00836 2.45921
H 2.62617 2.82789 2.91370
C -1.71894 -4.39711 -2.67829
H -0.43218 -0.83848 2.74336
H -0.02726 1.05792 -3.35112
```

HOMO-LUMO gap in Ha: 0.2364
Total charge: +2
Energy above the lowest of the compared OMol25 structures with the same formula, charge and spin in eV: 1.645

natural (NBO) population analysis, charges in e, atoms 1 to 5: number 1, C, carries 0.000; number 2, H, carries 0.287; number 3, C, carries -0.982; number 4, C, carries -0.972; number 5, C, carries -0.146

---

# 4
ORCA calculation (ωB97M-V with the def2-TZVPD basis set) on a structure of composition C16H23BLaNO.

Structure (XYZ):
```
43
Properties=species:S:1:pos:R:3
H 0.26427 -4.23450 -2.15194
H -1.12032 2.16314 3.03946
B 0.25633 5.69925 0.83305
N 0.92979 3.07660 0.79586
C -1.87103 1.12933 -1.88460
H -0.77145 -2.01455 1.76293
C -1.06770 -0.96698 1.80676
C 0.27399 1.31280 -2.72744
H -3.03346 1.68175 1.17603
H 1.20295 1.08676 -3.25246
O 1.24158 -1.01905 0.06959
H -0.85856 -0.63344 -2.85219
H 3.11702 -3.69281 -0.10111
H 2.53551 -2.72203 -1.51808
C -2.15267 -0.38567 1.09006
C -1.44015 2.47844 -1.69750
H -0.00149 -2.49274 -1.89852
La 0.09182 0.86742 0.07517
C 0.98948 -3.48397 -0.28470
C 0.68808 -4.17708 0.97317
H -0.98596 -3.69549 -1.00974
H 0.29319 -0.13500 3.38765
H 3.29229 -1.03415 0.04403
H 1.27888 6.36597 0.87407
C 0.02698 -3.47176 -1.38325
H -2.78646 -0.90916 0.37047
C -0.81432 0.40489 -2.51683
H -0.39478 -4.31649 1.10688
C 2.45367 -1.67580 0.35633
C 2.36914 -2.97561 -0.45857
H 1.08451 -3.61394 1.83622
C -1.26655 1.22778 2.49259
H 1.15283 -5.18058 1.01899
H -2.04197 3.29710 -1.29864
H 2.53112 -1.88441 1.43597
H -0.42130 5.89690 1.83246
H -0.38408 5.96477 -0.17631
C -0.11870 2.59028 -2.22712
C -2.26319 0.97996 1.49926
C -0.52052 0.02411 2.67643
C 0.63223 4.21738 0.80961
H 0.46692 3.51328 -2.28690
H -2.85788 0.73731 -1.63715
```

HOMO-LUMO gap (spin up / spin down) in Ha: 0.0884 / 0.0895
Total charge: -2
Energy above the lowest of the compared OMol25 structures with the same formula, charge and spin in eV: 0.526

Löwdin population analysis, charges in e, atoms 1 to 5: number 1, H, carries 0.019; number 2, H, carries 0.089; number 3, B, carries -0.476; number 4, N, carries -0.049; number 5, C, carries -0.261

---

# 5
ORCA calculation (ωB97M-V with the def2-TZVPD basis set) on a structure of composition C16H23BLaNO.

Structure (XYZ):
```
43
Properties=species:S:1:pos:R:3
C -0.83987 0.30944 -4.35549
N -0.80654 0.95962 2.46697
B -0.24057 0.62529 5.09680
C -0.30371 -1.03911 -4.50512
H 0.77287 -1.00949 -4.72588
H 0.72471 3.47147 -0.66941
H -0.45647 -1.66061 -3.60952
H -0.59971 1.60252 -6.02811
C -2.13864 1.25276 -2.47505
La -0.18370 0.15016 0.22122
H -3.14466 1.30391 -2.02279
H -2.22831 -2.73853 0.20729
H 2.13888 -2.36687 0.06979
H -0.79093 -1.55776 -5.35151
C 2.28175 0.50618 -0.98130
H -1.23302 0.93093 5.73851
H 1.91699 2.61655 1.61536
C 1.10706 -2.33494 0.41892
C 2.52340 0.83123 0.38962
H 0.89809 1.22749 -5.16680
H 3.13684 0.25272 1.08454
C 1.87393 2.06803 0.67187
H 1.34689 -1.99529 2.63084
C -0.73110 -2.24698 1.81093
H -0.27155 2.38326 -4.47910
C 1.49595 1.55554 -1.54487
C -1.19657 -2.52485 0.49164
H -1.34422 -2.21778 2.71627
H 0.69900 1.35033 5.38900
H -1.74539 2.27869 -2.61380
H -2.67609 -0.46387 -3.67345
O -1.28392 0.53369 -1.62153
C -0.05799 -2.57431 -0.37591
C -0.17312 1.43066 -5.02146
H -0.06955 -2.83993 -1.43463
H -2.79232 1.10743 -4.53324
C -0.55327 0.81184 3.60662
C -2.18936 0.51318 -3.82639
C 0.69114 -2.13191 1.77021
H 1.20768 1.63774 -2.59582
H 2.68372 -0.34489 -1.53116
H 0.05252 -0.54456 5.30293
C 1.24257 2.52101 -0.52832
```

HOMO-LUMO gap (spin up / spin down) in Ha: 0.0960 / 0.0961
Total charge: -2
Energy above the lowest of the compared OMol25 structures with the same formula, charge and spin in eV: 0.000

Löwdin population analysis, charges in e, atoms 1 to 5: number 1, C, carries -0.491; number 2, N, carries -0.055; number 3, B, carries -0.474; number 4, C, carries -0.181; number 5, H, carries 0.054

---

# 6
ORCA calculation (ωB97M-V with the def2-TZVPD basis set) on a cluster of 2 separate species, C16H23Br2F3N5O3S in total.

Structure (XYZ):
```
53
Properties=species:S:1:pos:R:3
C 4.99169 0.12884 0.41204
F -0.06416 0.32636 3.83050
C -3.12485 -0.17284 -0.31491
H 1.58311 2.21473 -2.56253
H -2.85734 -6.75876 1.92597
H 2.78736 4.04718 0.82286
C -3.02169 -6.30743 0.95184
H -2.03098 -4.45030 1.43916
H 0.72550 4.92189 -1.05256
H 4.97052 2.29956 1.11225
H 6.04498 -0.40718 0.57044
H 0.83031 -0.06796 -1.04562
O -2.47114 1.09355 2.63188
O -1.25522 3.26203 2.46329
C -0.26681 1.73718 -0.64504
C 2.88913 1.82858 -0.89948
N 1.82014 2.61254 -1.62772
H -4.76917 -0.25428 -2.02448
N -0.00085 0.44364 -1.41399
C -4.53325 -0.76297 -0.99737
H 4.53433 3.51009 -1.23825
C -3.87916 -6.39183 -1.26983
F 1.40266 1.93234 2.85614
C 0.53204 4.14508 -0.16697
Br -4.04347 2.50466 -1.28824
H 4.37931 -0.03606 1.41865
H -4.32192 -1.91906 -1.20052
C 4.42415 2.34835 -1.13997
C -2.79550 -4.48855 -0.57106
H 0.06137 0.63665 -2.43855
H -0.57042 4.36785 0.19721
Br -1.94171 -1.52427 0.55798
H 2.84123 0.71985 -1.33842
H 2.61499 1.71142 0.25267
O 1.43891 5.11338 2.10939
C -2.56043 -5.02252 0.68583
H -4.39581 -6.89944 -2.07959
H -4.06782 -8.01156 0.13316
H -2.45802 -3.48823 -0.82624
C 5.31841 1.72145 0.12709
N 0.67100 2.76132 -0.82585
F 0.84057 -0.10702 1.66943
H 4.48214 -0.42989 -0.48141
H 4.83026 1.77696 -2.10057
C -3.69547 -7.00873 -0.04280
N -3.44466 -5.14557 -1.55709
H -5.40063 -0.71922 -0.21135
C 0.29077 0.97600 2.51260
C -2.73223 1.25879 -0.34368
C 1.68344 4.45434 0.96163
N -1.49280 1.89745 0.19753
S -1.26687 1.78885 1.89629
H 6.47407 1.83276 -0.03177
```

HOMO-LUMO gap in Ha: 0.2188
Total charge: +1

natural (NBO) population analysis, charges in e, atoms 1 to 5: number 1, C, carries -0.662; number 2, F, carries -0.280; number 3, C, carries 0.035; number 4, H, carries 0.394; number 5, H, carries 0.224

---

# 7
ORCA calculation (ωB97M-V with the def2-TZVPD basis set) on a structure of composition C16H23F3N9O4RuSSe.

Structure (XYZ):
```
58
Properties=species:S:1:pos:R:3
H 0.45270 -6.04030 -1.39190
H 0.33500 -3.17260 2.45400
H 2.03700 -2.86360 0.77530
N 1.32770 -4.55340 -0.18990
C 2.16160 1.01180 1.03210
C 4.81100 0.96820 -1.38940
F 0.15780 3.86910 -2.14110
H 5.44560 0.08280 -1.32960
O -2.20400 1.84910 -1.69650
O -0.45620 0.13930 -1.83690
H -1.38620 -3.16030 2.01770
N 3.64150 0.80000 -0.57420
C -3.65630 1.67030 1.10040
H 1.55860 -2.63670 -0.94150
F 0.10910 2.54280 -3.85300
Se -2.15560 2.61810 2.90590
C 3.32540 1.52670 0.53690
H 1.73920 -5.00930 1.82130
S -0.82990 1.53900 -1.52390
H -2.29670 -5.03640 0.72020
N -0.05590 -2.66350 0.42880
C -1.27450 -5.27270 0.41530
N -2.30910 -0.24180 0.36100
Ru -0.22530 -0.36330 0.44230
C 1.30670 -3.13050 0.00270
H 1.07060 -0.68630 3.41220
H 1.04880 -6.34610 0.87700
F 1.52320 2.19800 -2.25960
C -0.38560 -3.43760 1.67510
H 5.38340 1.82600 -1.04560
C -3.23220 -0.45070 -0.56670
N -0.91790 -4.55890 -0.80450
N -3.58640 2.65680 1.97980
H 4.53370 1.12000 -2.43140
O 0.24830 -0.87930 2.94300
C -1.00930 -3.13700 -0.62940
H -5.11210 0.04080 -1.46070
H -0.77050 -2.61640 -1.56600
O -0.32660 1.80990 -0.15720
C -2.51560 0.79720 1.19290
H -1.19560 -6.34970 0.25420
C 0.40840 -4.95950 -1.24240
N 1.76520 -0.01990 0.22990
H 2.66740 -0.80740 -1.55930
H -5.46450 2.07390 -0.01130
H -0.44230 -0.40680 3.43060
C -4.62670 1.40290 0.12170
H 1.59830 1.31600 1.89980
C 1.01820 -5.26610 1.04200
H 3.91160 2.35340 0.88760
N -0.31930 -4.84730 1.42150
C -4.40750 0.30570 -0.68480
H -2.02340 -2.89440 -0.30680
H 0.66490 -4.47020 -2.18640
C 0.28780 2.63190 -2.56050
N -1.62150 1.12220 2.12580
H -3.04140 -1.24130 -1.27890
C 2.68170 -0.10700 -0.74360
```

HOMO-LUMO gap (spin up / spin down) in Ha: 0.2810 / 0.1881
Total charge: +3
Energy above the lowest of the compared OMol25 structures with the same formula, charge and spin in eV: 1.501
2S+1: 5

natural (NBO) population analysis, charges in e, atoms 1 to 5: number 1, H, carries 0.256; number 2, H, carries 0.271; number 3, H, carries 0.242; number 4, N, carries -0.360; number 5, C, carries -0.078

---

# 8
ORCA calculation (ωB97M-V with the def2-TZVPD basis set) on a structure of composition C16H23F6NO5OsS3.

Structure (XYZ):
```
55
Properties=species:S:1:pos:R:3
H -1.56174 -3.50435 -0.84334
S -2.85137 0.61964 -0.83004
C 2.49998 -1.39330 1.83458
H -0.42460 0.97759 3.32922
H 3.11970 -1.46189 0.94016
H -3.79220 2.77188 1.02906
C 0.26859 4.35799 -0.88106
H 2.64434 -2.31187 2.40629
C 1.04729 -1.28921 1.49455
H -4.27126 -0.00899 0.93239
H -4.65607 3.73119 -0.17293
F 3.53589 1.41774 1.24544
O 2.06999 0.09100 -0.70603
O -1.92503 0.41233 0.40646
F 0.24671 4.61906 -2.16409
H 2.84100 -0.56218 2.44554
C -3.17658 2.39720 -0.99802
C 0.05511 -0.84714 2.32193
H 0.50758 -3.28377 -1.34319
O 3.64226 0.82405 -2.43919
C -4.23244 2.74857 0.02975
C -1.96297 -3.03240 0.04672
H -2.38507 -1.92823 3.62086
O 0.72716 2.24119 0.78352
C 4.16502 1.53123 0.07390
C -4.50598 0.32126 -0.07600
C -5.27206 1.64059 -0.08461
H -2.63393 -0.33865 2.90226
H -5.99370 1.65644 0.73100
C -1.17319 -1.51309 1.94977
H -5.82837 1.74244 -1.01722
H -2.35872 -3.81227 0.70278
F -0.93648 4.51741 -0.35490
N 2.11388 2.52011 -1.36829
S 0.75047 2.57964 -0.63843
C 0.39938 -2.10121 0.43085
Os 0.11702 0.02408 0.09825
C 1.09358 -3.06422 -0.45080
C -0.93279 -2.24278 0.79034
H -3.55802 2.49011 -2.02000
C 0.19545 0.09096 3.47061
S 2.93599 1.16862 -1.26848
F 4.61078 2.75545 -0.08047
H 1.22362 0.40117 3.62645
H -3.26834 -1.80347 2.09954
C -2.43831 -1.38850 2.66634
F 1.14486 5.09611 -0.24716
H -2.82176 -2.41228 -0.22102
H -0.16952 -0.39740 4.37893
H 1.26493 -3.99778 0.08990
H -4.99317 -0.48429 -0.62179
H -2.23244 2.92451 -0.92911
H 2.05873 -2.67636 -0.77603
O -0.27760 1.72153 -1.28703
F 5.15166 0.66604 0.01234
```

HOMO-LUMO gap (spin up / spin down) in Ha: 0.2551 / 0.2633
Total charge: +2

Löwdin population analysis, charges in e, atoms 1 to 5: number 1, H, carries 0.095; number 2, S, carries 1.083; number 3, C, carries 0.020; number 4, H, carries 0.107; number 5, H, carries 0.087

---

We obtain F_max values of 0.70, 3.90, 0.04, 3.39, 3.03, 11.84, 2.21, 3.71 eV Å⁻¹ for the records listed above, in that order.